# 1
DFT (ωB97M-V with the def2-TZVPD basis set) results for a 3-piece molecular cluster, C16H41BF5N7O6P2 overall at a distorted geometry.

Last column: Löwdin charge in e.
Geometry (Å):
H -0.5936 0.7227 -3.8666  0.080
H 3.5572 -2.0940 7.3633  0.079
H 1.2314 -0.4510 5.7970  0.065
O -3.6079 -4.0855 1.6232  0.180
C -2.3990 0.0685 -8.6915  -0.138
C -1.8587 -2.2246 -8.2656  -0.126
N -1.8190 -0.8617 -7.7420  -0.308
C -1.8881 -2.3552 0.7587  -0.022
H -1.2200 -2.8839 -7.6862  0.069
B -2.3676 -3.5106 1.7635  -0.619
H -3.0815 0.5084 -3.5181  0.051
H -4.7450 0.1755 -4.0067  0.082
H -0.8310 -2.5370 0.5494  0.128
C 3.3095 1.1748 2.7415  -0.123
C 4.1457 -1.2568 6.9883  -0.124
H 0.5692 -0.2330 -7.3135  0.073
H 2.7897 1.8955 2.1059  0.079
H 1.1498 1.1463 -6.3803  0.079
H -4.8828 1.4511 -5.7245  0.079
C -3.7055 -0.1019 -4.1796  -0.122
H -2.2548 1.1001 -8.3767  0.069
C 4.7474 3.3182 5.7307  -0.119
H -4.5380 0.6415 -7.2331  0.064
H 1.6249 0.6774 7.1028  0.075
N -0.8557 0.6246 -6.0053  -0.280
H 4.6112 4.1762 6.3892  0.079
F -2.0434 0.1193 -1.1197  0.174
H -1.4851 -2.2169 -9.2923  0.078
H 4.5988 2.8791 8.1994  0.080
H -3.9009 -4.0336 0.7088  0.109
O -4.0583 -0.2027 0.8437  0.191
C -0.8212 1.3610 -4.7269  -0.117
F -0.3628 1.3888 -0.6306  0.162
H -3.4503 1.9035 -6.6340  0.075
H 4.9203 -1.6661 6.3395  0.074
N -1.9943 -1.0837 1.5043  0.051
H -3.4666 -0.1143 -8.8555  0.074
P 4.0943 0.7998 5.2848  0.555
N -3.3572 0.0392 -5.5888  -0.298
H 5.6349 1.5518 7.6555  0.089
H 1.0489 0.8054 4.1544  0.067
N 4.0569 2.1461 6.3119  -0.283
C 0.5354 0.2469 -6.3387  -0.117
H -3.5918 -1.1411 -3.8693  0.074
H 1.4082 2.0859 5.3411  0.071
O -1.9661 -2.0811 -5.5614  -0.282
H -0.7346 -4.2000 2.5637  0.111
C -0.9019 0.1718 -0.4387  -0.534
H 0.9669 -0.4354 -5.5988  0.086
H 4.3670 1.2407 2.5042  0.070
O -1.6014 -3.8905 2.8366  0.178
C -1.1268 -0.0361 1.0898  -0.484
H -1.8986 -0.0376 -9.6580  0.080
C 1.9018 -0.2748 6.6368  -0.117
F -0.0376 -0.7191 -0.9386  0.165
N 3.0528 1.4912 4.1437  -0.303
H 3.9811 1.2413 8.2255  0.067
C 1.6338 1.7116 4.3444  -0.135
H -2.4403 -2.3288 -0.1889  0.125
C -3.3767 -0.7009 1.6848  -0.494
F 0.0852 -0.2446 1.6258  0.151
O 5.0766 0.0594 4.4762  -0.279
H -4.3392 -1.8293 2.9105  0.122
H 4.3186 3.5618 4.7621  0.073
O -3.8350 -1.0054 2.9342  0.127
F -1.5987 1.1076 1.5958  0.169
H 2.9562 0.1697 2.4816  0.082
C -4.0746 1.0532 -6.3376  -0.118
H 1.6972 -1.0573 7.3670  0.078
H 4.6456 -0.7898 7.8454  0.063
P -1.9136 -0.6957 -6.0577  0.557
H 1.2805 2.4767 3.6471  0.082
H -0.0551 2.1333 -4.7886  0.083
H -2.8714 -2.6449 -8.2699  0.086
C 4.6075 1.9307 7.6628  -0.125
H 5.8210 3.1441 5.6030  0.086
H -1.7686 1.8662 -4.5502  0.071
N 3.2950 -0.3419 6.2360  -0.300

Computed properties:
Charge: 0
SMILES: O=C(O)N(CB(O)O)C(F)(F)C(F)(F)F.CN(C)P(=O)(N(C)C)N(C)C.CN(C)P(=O)(N(C)C)N(C)C

=====

# 2
DFT (ωB97M-V with the def2-TZVPD basis set) results for C30H56CsN5O3S2Si3 as an isolated structure.

Last column: Löwdin charge in e.
Geometry (Å):
Si -1.8111 -2.3769 1.8271  0.307
C -0.1577 -1.7556 5.1080  -0.169
H -1.4534 -4.8609 2.0805  0.005
H 0.0330 -3.0716 -3.3562  0.101
H -1.7350 4.2059 0.8210  0.028
H 0.4972 -1.8571 -4.5456  0.108
C -0.0877 -1.7821 1.9739  -0.470
S -1.2656 1.6683 -2.8161  0.583
H 1.3635 0.6585 0.5555  0.027
C 1.6954 2.3597 1.6538  -0.282
H 5.2841 1.6840 -2.5390  0.097
H 0.1763 5.5211 1.7888  0.094
H 5.6639 -0.5719 -6.1818  0.070
H -4.0216 -1.8715 2.8002  0.029
H 2.3232 -2.8335 -2.2824  0.047
N 1.2883 2.3693 -2.9609  0.069
C 0.1549 -1.1004 -2.5728  -0.223
C 0.6605 -4.0012 -0.0830  -0.183
H 0.3564 -2.7208 5.1082  0.024
H 1.9814 1.9175 -0.3071  0.040
H 2.1350 0.4641 4.4324  0.025
C -6.5642 1.9177 -1.0670  -0.245
H 0.8809 3.2656 -2.7401  0.111
N -0.7653 3.9486 0.6711  -0.067
H 2.2776 -1.1743 -0.4218  0.001
H 2.7925 -1.7418 -3.5978  0.061
C 4.8560 1.2833 -3.4482  -0.053
H 1.4333 -4.5778 2.9440  0.020
H -4.4807 3.0566 -3.5535  0.096
C 2.1252 -2.5607 -3.3199  -0.092
C -3.0718 -1.3287 2.7886  -0.222
H -1.8441 -4.1007 3.6232  0.017
H 6.6569 0.3528 -4.0923  0.084
H -3.3085 -0.3582 2.3520  -0.061
Si 0.2729 -0.8796 3.4730  0.257
O -3.5748 3.1475 0.7833  -0.343
S -6.3638 -0.6491 0.2913  0.420
C 3.4739 1.5352 -3.7000  -0.202
C -0.8053 1.2550 4.7575  -0.178
H 2.9189 -4.5035 1.9784  0.016
H 2.7299 2.1357 1.9510  0.103
C -4.8505 2.7992 -2.5703  -0.077
H 0.1722 -3.5276 -0.9344  -0.002
C -5.5473 2.1113 0.0983  -0.215
C -2.4952 -2.4930 0.0583  -0.185
Si 1.2331 -2.7674 1.2418  0.343
H -2.2704 -1.6266 -0.5697  -0.010
H 2.6314 -1.2170 4.2418  0.021
H -1.3258 2.1972 4.5642  0.079
H -3.1309 -4.4311 2.4485  0.021
H 3.1906 -1.1712 1.0806  0.013
H -2.1057 -3.3732 -0.4590  0.015
H 1.5392 -4.5372 -0.4566  0.026
C 0.3996 1.3549 -2.8236  -0.844
C -3.9544 3.0229 -1.4617  -0.101
C 0.1326 4.4223 1.7112  -0.292
H 2.6339 -3.3249 3.2656  0.004
H -1.4249 0.6611 5.4383  0.075
H -1.2260 -1.9580 5.2148  0.015
N 1.3153 1.6652 0.4215  -0.011
C 5.6133 0.5400 -4.3231  -0.137
H 1.0525 2.0107 2.4648  0.080
C 2.7228 2.2852 -2.7573  -0.470
H 0.1329 1.4940 5.2767  0.077
H -0.0326 -4.7417 0.3226  0.015
H -5.8690 2.4439 1.0813  0.141
Cs -1.7932 1.0779 0.7817  1.101
H 1.8987 1.2141 -5.1636  0.099
C -2.0901 -4.1114 2.5571  -0.184
H 1.9220 0.0580 -2.7070  0.113
H 2.6074 -0.1329 2.8467  0.000
C 5.0625 0.0180 -5.5017  -0.152
C -6.1089 2.3799 -2.3787  -0.065
H -3.5855 -2.5762 0.0938  0.018
H -2.7694 -1.1556 3.8236  0.010
C 1.5563 3.8835 1.5160  -0.186
C -5.8506 0.7845 -0.4075  -0.771
C 2.6361 -1.8102 0.3916  -0.182
C 3.7152 0.2816 -5.7806  -0.141
H 0.2057 -1.4433 -1.5340  0.095
C 0.6579 -2.1882 -3.5149  -0.226
C 2.9342 1.0156 -4.9170  -0.077
H -7.6208 2.0567 -0.8381  0.119
N -4.3051 2.7958 -0.2341  -0.246
H -6.8099 2.3602 -3.2061  0.098
O -0.5841 0.5964 3.5410  -0.409
H 3.2730 -0.0980 -6.6959  0.087
C 2.0846 -0.4007 3.7633  -0.156
H 1.9365 4.1794 0.5322  0.103
H -0.2486 4.0581 2.6724  0.103
H 2.3915 -3.4106 -3.9518  0.069
N 0.9119 0.1263 -2.7149  0.030
H 2.1990 4.3620 2.2625  0.100
H 0.1757 -1.1982 5.9894  0.021
C 2.1505 -3.8994 2.4717  -0.190
H -0.8852 -0.8676 -2.7916  0.068
H -0.4734 4.2616 -0.2466  0.069
H 3.3484 -2.5223 -0.0392  0.026
O 3.1855 2.9177 -1.7754  -0.051
H -2.9857 3.4802 -1.5960  0.080

Computed properties:
Charge: -2

=====

no.,E (Eh)
1,-2676.0274
2,-3361.2992